Record 1
{"formula": "CH5NSi2", "method": "ωB97M-V with the def2-TZVPD basis set", "elements": ["C", "N", "Si", "Si", "H", "H", "H", "H", "H"], "xyz": [[2.19, 0.04, -0.04], [3.27, 0.30, 0.24], [-1.39, 0.57, -0.14], [0.47, -0.68, -0.18], [-1.10, 1.42, 1.22], [-1.63, 1.44, -1.26], [-2.85, -0.02, -0.17], [0.62, -1.38, -1.48], [0.43, -1.70, 1.81]], "lowdin_charge": [-0.46, 0.06, 0.36, 0.36, -0.06, -0.15, -0.08, -0.09, 0.06], "charge": 0, "relative_energy_kcal_mol": 54.4, "gap_ev": 9.3}


Record 2
{"formula": "CH5NSi2", "method": "ωB97M-V with the def2-TZVPD basis set", "elements": ["C", "N", "Si", "Si", "H", "H", "H", "H", "H"], "xyz": [[1.44, -0.72, -2.22], [1.70, -0.69, -3.33], [-0.69, 0.68, 0.04], [1.22, -0.66, -0.33], [-0.85, 1.53, 1.23], [-1.01, 1.39, -1.35], [-1.82, -0.34, 0.05], [0.87, -2.07, 0.28], [2.68, -0.41, 0.03]], "lowdin_charge": [-0.45, 0.06, 0.43, 0.41, -0.13, -0.07, -0.11, -0.06, -0.07], "charge": 0, "relative_energy_kcal_mol": 0.0, "gap_ev": 11.4, "smiles": "N#C[SiH2][SiH3]"}


Record 3
{"formula": "CH5O2PS2", "method": "ωB97M-V with the def2-TZVPD basis set", "elements": ["C", "O", "O", "P", "S", "S", "H", "H", "H", "H", "H"], "xyz": [[-0.95, -0.69, -0.93], [-0.10, -1.27, 0.00], [-1.84, -1.75, -1.30], [-2.50, 0.28, -0.48], [1.84, 2.46, 2.01], [-3.09, -0.12, 1.38], [-0.47, -0.33, -1.80], [-0.72, -1.65, 0.61], [-1.87, -2.02, -2.22], [1.55, 1.24, 2.26], [3.08, 2.41, 2.62]], "lowdin_charge": [-0.69, -0.03, -0.15, 0.54, 0.47, 0.08, 0.10, 0.05, 0.10, -0.29, -0.19], "charge": 0, "relative_energy_kcal_mol": 72.7, "gap_ev": 7.8}


Record 4
{"formula": "CH5O3P", "method": "ωB97M-V with the def2-TZVPD basis set", "elements": ["C", "O", "O", "O", "P", "H", "H", "H", "H", "H"], "xyz": [[1.55, -0.47, 0.24], [0.71, 0.41, -0.43], [-0.44, -0.11, -1.10], [-2.94, -0.13, -0.54], [-1.64, 0.38, -0.11], [2.50, 0.13, 0.33], [1.56, -1.40, -0.43], [1.27, -0.80, 1.32], [-1.09, 0.26, 1.20], [-1.49, 1.73, -0.48]], "lowdin_charge": [-0.12, -0.28, -0.26, -0.37, 0.63, 0.11, 0.12, 0.10, 0.04, 0.03], "charge": 0, "relative_energy_kcal_mol": 91.3, "gap_ev": 11.7, "smiles": "COO[PH2]=O"}


Record 5
{"formula": "CH5O3P", "method": "ωB97M-V with the def2-TZVPD basis set", "elements": ["C", "O", "O", "O", "P", "H", "H", "H", "H", "H"], "xyz": [[-0.93, 0.63, 0.31], [0.33, 1.03, 0.06], [0.05, -0.24, -2.43], [0.84, -1.08, -1.60], [-0.04, -2.07, -0.55], [-1.20, 0.66, 1.29], [-1.79, 1.01, -0.24], [0.47, 1.29, -0.85], [0.00, -0.72, -3.32], [1.26, -2.34, 0.19]], "lowdin_charge": [-0.14, -0.08, -0.16, -0.63, 0.81, 0.02, 0.06, 0.08, 0.13, -0.09], "charge": 0, "relative_energy_kcal_mol": 165.0, "gap_ev": [8.2, 7.3]}


Record 6
{"formula": "CH5OP", "method": "ωB97M-V with the def2-TZVPD basis set", "elements": ["C", "O", "P", "H", "H", "H", "H", "H"], "xyz": [[-0.49, 0.45, 0.18], [-1.43, -0.52, -0.04], [1.35, -0.33, 0.11], [-0.52, 1.10, -0.66], [-0.66, 1.00, 1.61], [-1.20, -1.21, 0.54], [0.99, -1.05, -0.99], [1.97, 0.56, -0.75]], "lowdin_charge": [-0.54, -0.14, 0.75, 0.03, 0.17, 0.04, -0.15, -0.15], "charge": 0, "relative_energy_kcal_mol": 65.7, "gap_ev": 10.3}


Listing maximum force for the structures above in their given order: 3.436 2.272 2.358 2.622 2.730 4.527 eV/Å.
Listing electronic energy for the structures above in their given order: -18359.34647 -18361.70761 -36170.87642 -16546.28533 -16543.09136 -12451.28921 eV.